No. 1
C4H14N4 | ωB97M-V with the def2-TZVPD basis set

Each line ends with the natural charge from an NBO analysis.
Positions of all 22 atoms, in Å:
1 C 1.55202 -1.22490 0.88766  -0.6319
2 C 1.52659 0.13152 0.20313  0.1189
3 N 1.80784 0.06424 -1.20618  -0.8432
4 N 0.28573 0.86817 0.31887  -0.6775
5 C -1.04267 0.42038 0.02779  0.3987
6 C -1.20656 -0.78670 -0.88366  -0.6366
7 N -1.70441 1.54025 -0.56915  -0.8971
8 N -1.71045 0.20593 1.27246  -0.8968
9 H 1.12860 -1.16082 1.89477  0.2258
10 H 2.58335 -1.58641 0.97308  0.2053
11 H 1.00167 -1.99122 0.33885  0.2093
12 H 2.29670 0.74722 0.68312  0.1593
13 H 2.12742 0.97197 -1.54465  0.3559
14 H 2.59840 -0.56347 -1.37116  0.3427
15 H 0.38725 1.85485 0.49390  0.3904
16 H -0.66165 -0.67297 -1.82414  0.2388
17 H -2.26339 -0.92075 -1.14566  0.2167
18 H -0.89831 -1.71560 -0.40266  0.2049
19 H -1.59531 1.72385 -1.56215  0.3674
20 H -2.46953 2.02929 -0.12102  0.3901
21 H -1.40595 0.64765 2.13131  0.3854
22 H -2.33736 -0.58246 1.40549  0.3734

## Properties
DFT total energy	-10334.9334	eV
net charge	0
orbital gap	8.8301	eV
maximum force	0.045	Eh/bohr
structure (SMILES)	C[C@@H](N)NC(C)(N)N
energy relative to the best compared isomer or geometry (same formula, charge and spin)	20.1	kcal per mole

No. 2
C4H14N4 | ωB97M-V with the def2-TZVPD basis set

Each line ends with the natural charge from an NBO analysis.
Positions of all 22 atoms, in Å:
1 N 2.99140 0.11503 -0.48730  -0.8383
2 C 2.14274 0.36736 0.68475  -0.2181
3 C 1.34948 -0.88652 1.02018  -0.2191
4 N 0.26215 -0.58200 1.95368  -0.8617
5 H 3.76702 -0.48921 -0.23965  0.3617
6 H 3.41281 0.98471 -0.78989  0.3648
7 H 1.42896 1.14684 0.41243  0.1675
8 H 2.70684 0.69543 1.55996  0.1775
9 H 0.90793 -1.26042 0.09686  0.1676
10 H 2.02916 -1.66007 1.38236  0.1792
11 H -0.26601 -1.41541 2.18138  0.3626
12 H 0.63467 -0.21466 2.82162  0.3694
13 C -1.86401 -1.10126 -1.19259  -0.4568
14 N -2.55547 0.16534 -1.39909  -0.2498
15 C -2.04790 1.32967 -0.97238  0.2349
16 N -2.88027 2.32136 -0.90523  -0.3611
17 H -2.35693 -1.86342 -1.77725  0.2555
18 H -0.84524 -0.93459 -1.54686  0.2519
19 H -1.81144 -1.35477 -0.13508  0.2706
20 H -3.57616 0.16399 -1.44504  0.4417
21 H -0.99467 1.31275 -0.70133  0.2221
22 H -2.43503 3.15985 -0.52152  0.3779

## Properties
DFT total energy	-10326.5184	eV
net charge	+1
multiplicity	2
orbital gap (spin up / spin down)	8.4532 / 4.0851	eV
maximum force	0.032	Eh/bohr
energy relative to the best compared isomer or geometry (same formula, charge and spin)	0.0	kcal per mole

No. 3
C4H14NO | ωB97M-V with the def2-TZVPD basis set

Each line ends with the natural charge from an NBO analysis.
Positions of all 20 atoms, in Å:
1 C -0.71911 0.86309 -0.60430  -0.2523
2 C 0.72369 0.80574 0.08033  -0.2376
3 C 1.74791 -0.13147 -0.65724  -0.6627
4 C 1.26416 2.12776 0.39279  -0.6279
5 N -1.40531 -0.51033 -0.40320  -0.7100
6 H -1.25174 1.73559 -0.15743  0.2429
7 H -0.53131 1.17773 -1.74087  0.2506
8 H 0.61448 0.43771 1.18153  0.2081
9 H 2.26973 -0.50909 0.25867  0.2367
10 H 1.39808 -1.04272 -1.05699  0.2061
11 H 2.66406 0.34173 -1.18629  0.2550
12 H 0.91490 2.31436 1.51035  0.2174
13 H 0.77787 2.92914 -0.15953  0.2242
14 H 2.38986 2.16562 0.50924  0.2530
15 H -1.04696 -1.05573 -1.22018  0.4476
16 H -1.08434 -1.09534 0.46620  0.4952
17 H -2.38067 -0.39282 -0.59040  0.4454
18 H -2.66013 -2.93653 1.46577  0.4846
19 H -1.84048 -4.08862 0.97590  0.4992
20 O -1.84468 -3.13581 0.93566  -0.9755

## Properties
DFT total energy	-7904.7075	eV
net charge	+1
orbital gap	11.1958	eV
maximum force	0.082	Eh/bohr
energy relative to the best compared isomer or geometry (same formula, charge and spin)	51.8	kcal per mole

No. 4
C4H14NO | ωB97M-V with the def2-TZVPD basis set

Each line ends with the natural charge from an NBO analysis.
Positions of all 20 atoms, in Å:
1 C -1.59460 -1.23256 -0.13480  -0.6729
2 C -0.85737 -0.19634 -0.99218  -0.2119
3 N 0.47209 -0.86580 -1.31575  -0.5399
4 C 1.73839 0.24451 -0.92593  -0.1655
5 C 1.51020 0.48256 0.54923  -0.7290
6 H -2.61025 -1.04389 -0.48785  0.2468
7 H -1.77007 -0.96213 0.93358  0.2501
8 H -1.41392 -2.28869 -0.25090  0.2387
9 H -1.36883 -0.13925 -1.95727  0.2231
10 H -0.59655 0.79468 -0.66423  0.2399
11 H 0.56271 -0.98962 -2.32161  0.4286
12 H 0.70340 -1.73418 -0.82820  0.4318
13 H 1.16624 1.08761 -1.37389  0.2230
14 H 2.76551 -0.00999 -1.19385  0.2592
15 H 0.99530 -0.19942 1.24606  0.2522
16 H 2.46284 0.48645 1.11690  0.2575
17 H 1.14920 1.49234 0.77518  0.2647
18 H -0.71281 1.25919 3.11998  0.4748
19 H -1.77727 1.98215 2.35350  0.4780
20 O -0.82421 1.83237 2.35202  -0.9492

## Properties
DFT total energy	-7904.5602	eV
net charge	+1
orbital gap	11.8086	eV
maximum force	0.084	Eh/bohr
energy relative to the best compared isomer or geometry (same formula, charge and spin)	55.2	kcal per mole

No. 5
C4H14NO | ωB97M-V with the def2-TZVPD basis set

Each line ends with the natural charge from an NBO analysis.
Positions of all 20 atoms, in Å:
1 C 0.37287 0.52040 0.31605  -0.1972
2 C -0.48439 -0.54640 1.01925  -0.2533
3 C -1.15791 0.09729 2.26520  -0.6186
4 C 0.31651 -1.76076 1.44497  -0.6625
5 N 0.78393 -0.09594 -1.01271  -0.7058
6 H 1.27352 0.78546 0.86007  0.2319
7 H -0.27772 1.35043 0.05948  0.2213
8 H -1.31411 -0.62711 0.30981  0.2125
9 H -0.81027 1.11438 2.43830  0.2166
10 H -1.17360 -0.52660 3.15375  0.2382
11 H -2.23822 0.15652 2.16032  0.2309
12 H 0.05658 -2.75616 1.07768  0.2420
13 H 1.40021 -1.65447 1.32039  0.2114
14 H 0.29852 -1.97863 2.48626  0.2499
15 H 1.75145 0.01651 -1.31414  0.4427
16 H 0.18209 0.30568 -1.76191  0.4699
17 H 0.59450 -1.09613 -1.12118  0.4352
18 H -0.46504 1.24606 -3.97133  0.5022
19 H -0.35107 2.28159 -2.88648  0.4929
20 O 0.07304 1.46771 -3.19617  -0.9604

## Properties
DFT total energy	-7905.9664	eV
net charge	+1
orbital gap	12.1019	eV
maximum force	0.035	Eh/bohr
energy relative to the best compared isomer or geometry (same formula, charge and spin)	22.8	kcal per mole

No. 6
C4H14NO | ωB97M-V with the def2-TZVPD basis set

Each line ends with the natural charge from an NBO analysis.
Positions of all 20 atoms, in Å:
1 C 0.69598 -0.44736 -0.81290  -0.1828
2 C -0.44416 0.47270 -1.21246  -0.2494
3 C -0.95000 0.07561 -2.61611  -0.6085
4 C -1.49905 0.49374 -0.12382  -0.6309
5 N 1.32606 -0.00754 0.52811  -0.7100
6 H 0.30924 -1.44553 -0.63834  0.2307
7 H 1.58217 -0.48284 -1.43737  0.2257
8 H -0.08654 1.50096 -1.29904  0.2139
9 H -1.76608 -0.64245 -2.61478  0.2292
10 H -1.22704 0.98959 -3.13791  0.2391
11 H -0.13901 -0.35442 -3.21289  0.2172
12 H -2.42886 0.97970 -0.43111  0.2530
13 H -1.19788 1.11765 0.72622  0.2002
14 H -1.82676 -0.48354 0.23752  0.2204
15 H 1.08256 0.88302 0.98657  0.4456
16 H 1.22069 -0.51433 1.42741  0.4652
17 H 2.32872 0.01103 0.36854  0.4384
18 H 1.24208 -1.42503 4.52851  0.4833
19 H 0.60979 -0.11301 4.68256  0.4852
20 O 1.16811 -0.60795 4.05130  -0.9653

## Properties
DFT total energy	-7906.0572	eV
net charge	+1
orbital gap	12.0540	eV
maximum force	0.039	Eh/bohr
energy relative to the best compared isomer or geometry (same formula, charge and spin)	20.7	kcal per mole

No. 7
C4H14NO2S | ωB97M-V with the def2-TZVPD basis set

Each line ends with the natural charge from an NBO analysis.
Positions of all 22 atoms, in Å:
1 C 0.63066 0.47214 0.52786  -0.4481
2 C 1.79285 0.20720 1.46604  -0.5611
3 S 3.10848 -0.96222 0.85855  0.0766
4 C -0.22741 1.78186 0.79919  -0.2110
5 N -1.68346 1.58517 0.99922  -0.6417
6 C -2.34496 0.91186 -0.15892  -0.4280
7 H 1.03698 0.66132 -0.58879  0.1949
8 H -0.01931 -0.37277 0.52737  0.2165
9 H 1.49712 -0.11158 2.46072  0.2328
10 H 2.30614 1.21139 1.60641  0.2387
11 H 0.16649 2.18781 1.80624  0.1864
12 H -0.03236 2.44888 -0.05277  0.1943
13 H -1.85789 1.26817 1.90182  0.3599
14 H -1.58189 0.21010 -0.69273  0.2016
15 H -2.88450 1.58540 -0.74679  0.1952
16 H -3.21061 0.32690 0.31956  0.1999
17 H -0.92426 -2.64487 -3.12098  0.4562
18 H -0.03925 -2.29646 -1.91322  0.4855
19 O -0.94186 -2.47317 -2.22512  -0.9864
20 H 1.72833 -2.54072 -0.77341  0.4765
21 H 2.00639 -1.34198 -1.44590  0.4870
22 O 1.47432 -2.11443 -1.55435  -0.9258

## Properties
DFT total energy	-20792.6621	eV
net charge	0
multiplicity	2
orbital gap (spin up / spin down)	9.4212 / 6.0198	eV
maximum force	0.080	Eh/bohr
energy relative to the best compared isomer or geometry (same formula, charge and spin)	36.2	kcal per mole

No. 8
C4H14NO2Si | ωB97M-V with the def2-TZVPD basis set

Each line ends with the natural charge from an NBO analysis.
Positions of all 22 atoms, in Å:
1 C -1.79368 -2.11075 -0.06588  -0.6105
2 C 2.12172 -0.44126 0.19563  -0.6728
3 C -1.97366 -0.94426 0.90723  -0.9228
4 C 1.37941 0.80499 -0.22428  -0.4444
5 N 2.20042 1.99760 0.20923  -0.6975
6 O -2.24350 1.94186 1.12331  -1.1046
7 O -2.78432 1.08752 -1.30715  -1.0966
8 Si -2.09361 0.74594 0.08859  2.2043
9 H -1.76657 -3.04463 0.48975  0.2392
10 H -2.62335 -2.17275 -0.76875  0.2105
11 H -0.86761 -2.01799 -0.62530  0.2149
12 H 3.11567 -0.51388 -0.26583  0.1880
13 H 2.25053 -0.47699 1.27645  0.2018
14 H 1.56156 -1.32158 -0.10374  0.2317
15 H -1.15910 -0.94366 1.63386  0.2761
16 H -2.89398 -1.09841 1.48020  0.2680
17 H 1.31153 0.85783 -1.31513  0.1691
18 H 1.72164 2.86741 -0.03026  0.4325
19 H 2.32212 1.94596 1.22532  0.4263
20 H 3.13952 2.00294 -0.22463  0.4010
21 H -2.62631 2.81061 0.99853  0.5428
22 H -2.88497 0.51448 -2.06522  0.5427

## Properties
DFT total energy	-17831.4046	eV
net charge	+1
orbital gap	7.2990	eV
maximum force	0.032	Eh/bohr
energy relative to the best compared isomer or geometry (same formula, charge and spin)	67.7	kcal per mole